No. 1
The following is a DFT calculation (the ωB97M-V functional and the def2-TZVPD basis) of a 2-piece molecular cluster, C2H2N2O overall.

Cartesian coordinates (Å):
O (-0.75757, 0.41764, -0.40409)
N (2.54248, 1.40432, 2.59782)
N (0.22037, -0.86955, -0.52328)
C (1.68509, 1.01131, 1.94180)
C (-0.31281, -0.24613, -1.41351)
H (0.92136, 0.66066, 1.30354)
H (-0.53868, -0.04561, -2.45571)

Orbital gap = 10.826 eV
SMILES string = C1=NO1.C#N
Energy above the lowest of the compared OMol25 structures with the same formula, charge and spin = 4.626 eV
Electronic energy = -261.99393 hartree
Charge = 0
Maximum force = 3.53 eV Å⁻¹

Atomic partial charges in e from the natural (NBO) method, atoms 1 to 2: atom 1 (O): -0.417, atom 2 (N): -0.319

---

No. 2
The following is a DFT calculation (the ωB97M-V functional and the def2-TZVPD basis) of C15H18BN9ORh as an isolated structure.

Cartesian coordinates (Å):
Rh (-1.49429, -0.24981, -0.29903)
O (-2.44162, 0.71346, -1.87559)
N (-0.43717, 1.27762, 0.17971)
N (-0.03617, -0.92891, -1.41051)
N (-0.67464, -1.27513, 1.16677)
N (0.87296, 1.14031, 0.44404)
N (3.54221, -0.84662, 1.81413)
N (-4.24227, 1.82349, -2.60733)
N (2.94977, -0.23858, 0.74997)
N (0.63172, -1.07847, 1.48989)
N (1.21493, -0.90548, -0.92267)
C (4.81576, -0.52344, 1.75115)
C (-0.76736, 2.57721, 0.23740)
C (2.02855, -1.47210, -1.82457)
C (1.37762, 2.35234, 0.69522)
C (-4.38424, 0.60770, -0.49293)
C (1.27706, -1.85733, -2.92371)
C (-1.24150, -1.98390, 2.15700)
C (5.09346, 0.28465, 0.62326)
C (-0.29472, -2.25686, 3.12479)
C (0.36611, 3.29582, 0.57308)
C (-0.02709, -1.49183, -2.62512)
C (-3.67431, -0.56994, 0.09950)
C (0.87241, -1.66251, 2.67271)
C (3.88823, 0.43677, 0.00858)
C (-3.64651, 1.05636, -1.72374)
B (1.49177, -0.29351, 0.47699)
H (6.05482, 0.64049, 0.29631)
H (0.44276, 4.35916, 0.71648)
H (-5.41394, 0.32668, -0.74636)
H (2.41501, 2.47766, 0.95922)
H (-3.73521, 2.12964, -3.42703)
H (-5.19887, 2.12286, -2.49893)
H (-3.73874, -1.50154, -0.47069)
H (-3.74009, -0.69307, 1.17644)
H (1.62806, -2.33821, -3.81952)
H (-1.77081, 2.91682, 0.04290)
H (-0.43274, -2.80533, 4.03956)
H (5.50425, -0.89281, 2.49423)
H (-2.27480, -2.28721, 2.11025)
H (3.08306, -1.58484, -1.63476)
H (-4.44174, 1.44955, 0.20107)
H (1.85616, -1.61658, 3.10521)
H (-0.92666, -1.60184, -3.20836)
H (3.62878, 0.96727, -0.89502)

Orbital gap (spin up / spin down) = 6.075 / 5.006 eV
Energy above the lowest of the compared OMol25 structures with the same formula, charge and spin = 0.077 eV
Electronic energy = -1285.33766 hartree
Charge = +2
Maximum force = 0.97 eV Å⁻¹
⟨S²⟩ = 0.77
Spin multiplicity = 2

Atomic partial charges in e from the natural (NBO) method, atoms 1 to 2: atom 1 (Rh): 1.176, atom 2 (O): -0.655

---

No. 3
The following is a DFT calculation (the ωB97M-V functional and the def2-TZVPD basis) of C22H18Br4FN3O5Tl as an isolated structure.

Cartesian coordinates (Å):
Tl (9.83030, 5.65376, 4.40396)
Br (15.02983, 7.90227, 4.88833)
Br (10.60814, 6.68745, 9.21866)
Br (16.08500, 7.72347, 8.02298)
Br (13.62282, 7.40060, 10.39483)
F (13.56823, 11.53899, 6.43657)
O (10.26558, 8.13214, 5.22709)
O (7.86819, 6.45954, 5.76251)
O (11.04638, 4.76908, 6.58709)
O (12.58240, 5.99107, 4.67727)
O (6.24065, 7.51608, 6.81048)
N (12.01113, 13.97929, 7.05492)
N (8.02805, 11.17567, 6.83460)
N (13.89710, 16.13156, 7.06497)
C (9.42626, 11.27913, 6.68944)
C (8.11089, 8.80347, 6.24175)
C (7.38140, 7.56157, 6.23987)
C (14.01011, 6.92469, 6.30747)
C (11.94614, 5.62424, 6.87898)
C (12.91032, 14.20391, 8.27183)
C (10.20210, 10.19832, 6.36488)
C (14.28680, 7.20402, 7.57560)
C (13.37499, 6.78268, 8.61416)
C (7.41461, 9.90727, 6.79532)
C (12.19741, 11.48264, 6.56839)
C (12.16771, 6.20944, 8.15316)
C (11.59226, 10.29659, 6.34440)
C (13.30498, 15.66287, 8.37906)
C (12.81188, 6.23492, 5.84852)
C (12.80099, 16.05378, 6.02771)
C (9.53726, 8.92292, 5.88380)
C (7.56674, 12.66880, 8.74129)
C (11.48097, 12.66392, 6.86768)
C (10.08047, 12.52333, 6.85873)
C (12.49103, 14.55740, 5.85570)
C (7.19914, 12.29029, 7.34510)
H (6.14587, 12.00704, 7.31212)
H (13.99635, 15.86210, 9.26750)
H (12.20456, 9.56674, 5.87295)
H (11.90795, 16.57501, 6.25262)
H (14.69307, 15.51822, 6.73718)
H (7.28441, 13.07786, 6.54380)
H (14.25418, 17.13547, 7.18468)
H (8.60328, 13.06469, 8.82810)
H (9.57098, 13.51616, 6.97580)
H (13.24689, 16.47503, 5.12215)
H (6.82068, 13.40248, 9.10574)
H (13.39015, 14.01571, 5.43411)
H (12.32561, 13.84120, 9.09344)
H (13.79844, 13.55753, 8.18078)
H (11.75774, 14.48376, 5.10198)
H (12.40386, 16.28954, 8.43015)
H (7.51901, 11.82220, 9.47787)
H (6.35324, 9.88769, 7.04579)

Orbital gap (spin up / spin down) = 3.121 / 6.616 eV
Energy above the lowest of the compared OMol25 structures with the same formula, charge and spin = 0.000 eV
Electronic energy = -11957.94152 hartree
Charge = -1
Maximum force = 5.77 eV Å⁻¹

Atomic partial charges in e from the natural (NBO) method, atoms 1 to 2: atom 1 (Tl): 0.839, atom 2 (Br): 0.006

---

Copy entry 1 word for word.
The following is a DFT calculation (the ωB97M-V functional and the def2-TZVPD basis) of a 2-piece molecular cluster, C2H2N2O overall.

Cartesian coordinates (Å):
O (-0.75757, 0.41764, -0.40409)
N (2.54248, 1.40432, 2.59782)
N (0.22037, -0.86955, -0.52328)
C (1.68509, 1.01131, 1.94180)
C (-0.31281, -0.24613, -1.41351)
H (0.92136, 0.66066, 1.30354)
H (-0.53868, -0.04561, -2.45571)

Orbital gap = 10.826 eV
SMILES string = C1=NO1.C#N
Energy above the lowest of the compared OMol25 structures with the same formula, charge and spin = 4.626 eV
Electronic energy = -261.99393 hartree
Charge = 0
Maximum force = 3.53 eV Å⁻¹

Atomic partial charges in e from the natural (NBO) method, atoms 1 to 2: atom 1 (O): -0.417, atom 2 (N): -0.319